Below is a molecular structure, C33H48AsN10O5RbSi in a non-equilibrium geometry, with properties calculated with the ωB97M-V functional and the def2-TZVPD basis.

XYZ file:
```
99
Properties=species:S:1:pos:R:3:forces:R:3
H 5.54540 -6.01992 1.83014 -0.206 0.520 0.146
C -0.07760 -1.00907 -2.41874 1.670 -0.628 -0.193
O 0.01534 1.36065 4.55469 0.804 -0.429 0.311
O -1.94626 0.21764 0.11370 0.563 0.329 0.698
C -4.05058 -0.67269 -1.55791 0.359 -1.711 0.172
N 0.49056 -3.21424 0.73169 2.104 -1.032 -0.945
C -1.63746 -0.14274 -4.11727 0.804 -0.745 1.694
H 7.95458 -4.86214 -0.12656 0.182 0.417 -0.597
N 1.55052 -3.73508 0.07491 -0.626 -0.640 -2.181
Rb -0.97381 2.11350 1.91528 -0.305 -0.344 -0.289
Si -2.41886 0.23941 -1.38080 0.058 -0.591 -0.847
H 7.51889 -4.34080 -1.87352 -0.338 0.034 1.494
H 1.90549 0.56072 5.01900 0.389 -1.542 1.172
H 6.73121 -7.30634 -0.49845 -0.457 -0.059 -0.593
C 4.87720 -5.34722 1.24595 0.727 -0.828 1.461
C -3.00318 3.80626 -3.58819 -0.907 0.538 0.247
N 0.54475 4.39867 1.05478 -0.177 1.926 0.199
C -1.81200 0.10392 5.62006 2.030 -0.106 -0.270
C -0.64309 0.08159 4.60090 0.098 -1.413 0.590
H 7.10826 -3.29213 -0.39884 0.197 -0.512 -0.412
H -3.68548 -2.23437 0.02600 -0.566 1.020 -0.674
C -1.26974 -0.40069 -2.74200 -1.415 0.485 -0.263
H -0.10611 7.70319 3.66294 -0.979 -1.289 -0.447
C -4.64015 3.54172 -1.74003 0.726 1.850 -2.411
N -0.70663 6.85605 3.55888 0.078 0.227 -0.311
C 1.47346 1.24100 4.35942 -1.775 1.573 -1.947
H 3.12949 -4.37728 -1.63109 1.071 -0.227 -1.058
C -6.15176 -1.01007 -2.71540 1.718 1.668 -1.818
N 4.16898 -4.19088 -1.83845 -4.609 2.162 -2.561
H -1.65366 -1.08080 1.06108 0.984 -0.295 0.997
H -1.45008 2.35413 -3.61964 -0.595 -0.055 0.305
H 1.30454 -1.04143 -5.47283 -0.720 -0.201 -0.104
C -2.90870 1.91173 -2.04154 1.057 1.663 0.423
H -6.78801 -0.67687 -3.49843 -0.719 0.035 -0.495
N -1.32140 -1.91905 1.65784 -0.618 2.921 0.546
C -2.35064 2.69832 -3.08566 -0.249 -1.899 0.376
C -0.64912 -3.77133 0.42249 -1.961 1.189 0.039
C -0.76030 -0.46614 -5.13425 -0.505 0.789 0.385
O 1.36507 -4.24477 -1.13346 0.946 0.758 2.688
H -4.64775 5.21172 -3.11456 0.058 -0.180 -0.588
H -2.46820 -3.41704 1.31249 0.348 -0.435 -0.774
O 6.63363 4.88553 -7.57774 3.184 1.882 1.577
H 0.26899 -1.38027 -1.42121 -0.926 0.805 -0.567
C -0.45803 5.64639 2.94068 -0.749 -0.228 1.283
C -4.10945 4.29657 -2.89502 -1.121 -1.601 1.890
C 0.47134 -0.94841 -4.75881 2.459 -0.172 -0.149
C 1.99893 5.94368 0.39461 2.108 1.758 -2.037
H 1.76254 -1.72966 -3.26239 0.937 -0.128 0.228
C -3.98908 2.42957 -1.29879 0.318 -0.634 0.446
H 4.75767 -4.33760 1.71679 0.280 -0.973 -0.500
As 5.51735 -5.17500 -0.59455 0.292 -1.388 1.293
H 1.57256 4.01305 -0.70208 0.478 0.265 -0.802
C 7.22537 -4.32439 -0.77619 1.383 -0.160 0.443
C -6.46720 -2.01774 -1.89338 -2.377 -1.766 1.830
H -1.06285 -0.28063 3.61780 0.666 0.552 0.588
C -4.37431 -1.79469 -0.73043 -0.536 0.197 -0.358
H -1.43872 0.45318 6.56808 0.219 -0.058 0.516
C -1.92933 6.69945 4.19882 0.979 0.690 -0.173
H -0.30462 -1.93548 1.77018 -0.532 0.283 -0.115
C 0.51952 5.43985 1.89499 0.544 -1.225 -0.247
H -3.20975 4.93225 4.44867 0.174 0.093 -0.171
H 3.09911 2.66910 4.01829 -0.231 -0.187 -0.025
H 1.50500 3.47074 4.25375 0.695 -1.279 0.086
H 4.43997 -4.26717 -2.82610 -0.518 0.219 -0.343
C 2.16086 2.59199 4.58098 -1.403 1.041 -2.699
H -4.51477 0.42530 -3.33139 -1.168 -1.095 0.801
C 1.43358 4.76958 0.03349 -0.964 -0.699 2.664
H -2.49436 0.82559 5.30978 -1.501 1.183 -0.627
N -0.93585 -4.90677 -0.21582 -0.500 -0.642 0.053
H -7.46855 -2.48805 -1.83708 0.523 0.432 -0.657
C -4.89370 -0.38694 -2.62944 0.188 0.829 0.260
N -1.67489 -2.96531 0.84850 -0.659 -2.587 0.262
H 2.72256 6.55792 -0.21544 -0.887 -0.765 1.164
N -1.37203 4.76094 3.28873 -0.380 0.321 -0.307
H 4.17987 -3.21709 -1.53739 0.535 0.588 -0.175
H -1.00809 -0.19047 -6.15431 0.149 -0.309 -0.027
O 2.64764 -3.58011 0.56175 0.153 -0.139 -0.116
H 2.38898 2.81948 5.56454 0.325 -0.027 2.192
H -4.27764 1.92432 -0.33433 -0.104 0.272 -1.338
H -1.92584 -5.14408 -0.34465 0.977 0.198 -0.083
H 1.65288 7.22549 2.13602 -0.034 -0.852 -0.969
H -2.39537 7.57887 4.51954 -0.678 0.809 0.959
H 3.88761 -5.85040 1.26621 0.534 0.488 -0.418
H 1.56748 0.85733 3.31056 0.482 0.334 0.735
C 5.94706 -6.96436 -1.24147 2.065 -1.204 1.476
H 0.11558 -0.68508 4.93850 -0.777 0.602 -0.442
H 5.18235 -7.74897 -1.18038 -0.119 0.647 -0.267
H -5.63619 3.76998 -1.39392 0.105 0.574 0.515
C -5.62064 -2.42533 -0.89378 2.222 0.492 0.901
H -2.74419 4.11521 -4.60085 0.231 0.725 0.492
H -2.30387 -0.84664 5.74609 -0.016 -0.374 -0.176
H -0.19087 -5.31635 -0.78033 -0.569 0.224 0.153
H 6.49660 -6.98820 -2.20254 -0.714 0.318 0.339
C -2.32941 5.42620 4.06023 1.073 -0.757 -0.629
C 7.55227 5.42816 -7.12236 -3.184 -1.882 -1.577
N 1.45375 6.37914 1.58240 -0.451 -0.068 -0.214
H -2.59437 0.30922 -4.32870 -0.037 -0.001 -0.049
H -5.85668 -3.16491 -0.14296 -0.413 -0.360 -0.281
C 0.85641 -1.21109 -3.44076 -1.977 -0.201 -0.770
```
Positions in Å, forces in eV/Å.

Properties
Strongest force on any atom in eV/Å: 5.70
DFT total energy in Ha: -4759.04152
Spin multiplicity: 1
Relative energy (zero: lowest compared OMol25 entry of this formula, charge and spin) in kJ/mol: 498.4

Which charges does Löwdin predict for the atoms? In e, they are: 0.011, -0.095, -0.281, -0.490, -0.208, 0.125, -0.097, 0.014, -0.379, 0.870, 0.345, 0.046, 0.091, 0.019, -0.329, -0.113, 0.023, -0.050, -0.283, 0.018, 0.076, -0.201, 0.172, -0.077, 0.100, -0.228, 0.023, -0.104, -0.150, 0.028, 0.104, 0.101, -0.228, 0.091, -0.015, -0.096, -0.417, -0.103, -0.116, 0.083, 0.141, -0.014, 0.105, -0.295, -0.065, -0.115, -0.110, 0.065, -0.136, 0.027, 1.068, 0.106, -0.345, -0.143, 0.085, -0.059, 0.072, -0.100, 0.059, -0.308, 0.110, 0.083, 0.089, 0.017, -0.053, 0.115, -0.100, 0.045, 0.185, 0.112, -0.080, -0.051, 0.133, 0.055, 0.007, 0.101, 0.000, 0.041, 0.125, 0.130, 0.168, 0.097, 0.025, 0.126, -0.326, 0.130, 0.020, 0.089, -0.110, 0.101, 0.078, 0.097, 0.026, -0.104, 0.014, 0.107, 0.082, 0.090, -0.091